14
Properties=species:S:1:pos:R:3 method="wB97M-V/def2-TZVPD" lumo_ev=0.96 charge=0 gap_ev=10.782
O -1.14 2.02 -1.54
C -0.23 -0.14 1.29
C -1.03 0.19 0.05
C -0.92 1.62 -0.43
C 1.38 -0.78 -0.70
C 0.06 -0.86 0.02
H 1.80 0.23 -0.66
H -2.04 -0.19 -0.12
H 2.10 -1.47 -0.23
H -0.62 -0.68 2.15
H -0.70 2.36 0.38
H 1.28 -1.08 -1.75
H 0.46 0.66 1.54
H -0.38 -1.86 0.00